A 6-piece molecular cluster, C39H81ClNO10S6 overall at a distorted geometry. Source: OMol25; level of theory: wB97M-V/def2-TZVPD.

Last column: Löwdin charge in e.
Positions of all 138 atoms, in Å:
H: -1.876 2.889 1.008  0.09
H: 0.014 -0.204 7.792  0.11
H: -2.446 1.451 4.803  0.06
C: 4.224 -2.855 -3.298  -0.23
C: 0.359 -1.001 7.138  -0.21
H: 6.297 -0.458 3.920  0.12
H: -2.638 1.897 -5.689  0.12
H: 6.293 1.075 1.882  0.11
H: -3.246 4.866 2.696  0.10
H: -3.812 2.039 -3.526  0.11
H: 5.823 -0.843 -0.658  0.11
C: 4.484 -5.227 -2.302  -0.22
H: -0.528 1.658 -2.034  0.08
H: 3.767 -5.384 -3.101  0.08
H: 2.430 -5.279 -5.072  0.09
C: 5.765 0.131 1.974  -0.19
H: -1.068 -6.340 -6.821  0.09
H: 0.067 2.706 2.249  0.08
H: 2.920 1.138 2.970  0.10
C: -3.946 -4.222 -9.232  -0.21
C: 0.926 -0.766 4.539  -0.23
H: -6.338 4.642 5.278  0.11
H: 0.761 -1.819 7.730  0.11
H: -1.676 3.325 -5.307  0.12
H: -0.492 -5.320 -4.141  0.12
C: -0.461 4.497 1.208  -0.19
C: -0.052 -1.891 4.867  -0.21
S: -2.187 3.319 -2.407  0.66
H: 1.853 4.998 2.077  0.11
H: -2.511 4.491 0.639  0.09
H: -1.570 0.620 -3.894  0.12
H: -1.308 -2.296 6.608  0.12
C: -2.161 2.445 -4.880  -0.21
H: -3.344 -5.162 -7.346  0.09
H: 1.169 -7.641 -5.231  0.12
H: 5.444 1.599 4.673  0.12
C: -0.750 2.333 -2.855  -0.23
C: -0.008 -6.508 -6.645  -0.21
H: -3.824 7.128 6.732  0.12
O: -1.834 4.712 -2.504  -0.31
H: 4.543 0.956 0.399  0.10
H: -3.784 3.722 -4.117  0.11
H: 2.993 2.121 4.386  0.09
C: 0.463 -5.822 -4.311  -0.21
C: 0.559 3.392 1.563  -0.19
C: 4.972 -1.101 -0.034  -0.35
H: -1.435 -0.662 5.978  0.11
H: 0.394 -7.165 -7.410  0.11
C: -2.070 1.831 3.855  -0.11
H: 3.701 -0.246 1.451  0.09
H: -0.247 1.395 -4.757  0.11
H: -6.599 -3.924 -8.400  0.11
H: 0.492 -2.827 5.013  0.12
C: 1.844 3.919 2.235  -0.18
H: 4.774 -1.114 3.409  0.11
H: -3.680 2.297 2.539  0.11
H: -0.316 5.335 1.884  0.10
H: -6.446 -2.163 -8.162  0.11
C: -3.176 2.871 -3.822  -0.22
H: -1.108 2.307 4.027  0.06
H: 4.225 3.813 3.469  0.12
H: 4.557 -2.722 -4.323  0.13
C: -0.738 -1.477 6.175  -0.20
C: 5.165 -3.871 -2.612  -0.20
H: 0.867 -6.111 -3.341  0.11
O: 1.771 1.063 6.248  -0.32
H: -3.081 -4.169 -9.889  0.11
H: 4.273 0.405 5.102  0.07
H: 5.090 2.792 2.351  0.09
O: -5.764 3.359 7.602  -0.31
H: -4.733 5.347 4.939  0.10
H: 5.115 -1.134 -2.555  0.09
C: -3.518 -4.172 -7.757  -0.23
H: 3.835 -6.199 -0.480  0.08
H: -4.886 7.549 8.066  0.11
O: -0.185 -3.897 -6.935  -0.31
C: -1.889 3.925 1.328  -0.21
H: -4.456 -5.164 -9.437  0.12
C: -4.915 -3.055 -9.468  -0.22
C: 4.721 0.905 4.252  -0.18
C: 0.262 -7.036 -5.228  -0.20
S: 1.689 -0.368 6.111  0.66
H: 6.493 -0.631 1.678  0.10
H: -3.743 3.100 4.128  0.06
S: -4.731 4.129 6.961  0.67
H: -6.070 7.253 5.754  0.12
H: -2.636 -3.553 -7.615  0.08
C: -4.244 5.469 8.055  -0.22
H: 0.803 2.823 0.666  0.09
C: -2.470 4.102 2.750  -0.20
H: 5.956 -4.100 -3.325  0.11
O: 1.947 -5.010 -7.641  -0.31
H: 5.278 -5.966 -2.296  0.11
H: -4.366 -2.112 -9.461  0.12
H: 1.401 -3.868 -4.690  0.09
H: 2.732 -4.945 -1.036  0.07
H: 0.083 3.016 -3.010  0.10
H: -5.425 -3.140 -10.425  0.12
H: 1.698 -1.052 3.826  0.09
H: -1.939 0.981 3.188  0.06
H: 4.287 -4.490 -0.290  0.05
H: 3.229 -3.290 -3.301  0.09
Cl: 2.161 -0.195 -1.007  0.41
C: -5.484 5.161 5.706  -0.23
H: 1.806 3.779 3.313  0.11
H: 0.402 0.125 4.193  0.09
H: -0.298 4.773 0.168  0.10
C: 3.136 3.310 1.666  -0.21
C: -4.651 6.768 7.346  -0.21
C: 3.606 1.726 3.577  -0.20
H: 5.197 -2.012 0.520  0.10
H: -6.740 6.276 7.060  0.12
O: -3.550 3.505 6.416  -0.33
O: -2.778 2.782 -1.210  -0.32
O: -4.433 -2.146 -6.340  -0.33
H: 3.642 3.951 0.946  0.11
C: 4.113 2.955 2.806  -0.20
O: -5.518 -4.388 -6.029  -0.32
C: -1.126 1.586 -4.142  -0.21
C: 5.367 -0.197 3.412  -0.18
O: 2.850 -1.208 6.279  -0.32
C: 1.412 -4.890 -5.062  -0.25
C: -5.852 6.443 6.447  -0.22
H: 5.666 -3.479 -1.728  0.09
C: -3.110 2.830 3.296  -0.24
H: -1.690 4.474 3.413  0.11
H: -3.173 5.412 8.226  0.10
H: -0.553 -7.670 -4.886  0.12
S: -4.881 -3.409 -6.871  0.66
H: 2.868 2.393 1.144  0.07
C: 3.780 -5.211 -0.927  -0.09
S: 0.817 -4.916 -6.757  0.67
C: -5.902 -3.093 -8.305  -0.23
N: 4.177 -1.506 -2.664  -0.27
C: 4.619 0.019 0.939  -0.26
H: -0.770 -2.041 4.063  0.11
S: 3.578 -1.611 -1.101  0.77
H: -4.777 5.337 8.994  0.10

Output
total energy	-5190.71001	Eh
HOMO	-0.422	hartree
LUMO	-4.3	eV
total charge	+1

=====

A 5-piece molecular cluster, C39H82N4O12P2 overall at a distorted geometry. Source: OMol25; level of theory: wB97M-V/def2-TZVPD.

Last column: Löwdin charge in e.
Positions of all 139 atoms, in Å:
H: 10.064 3.051 -6.248  0.09
H: -5.884 -5.276 2.401  0.08
H: -7.808 -2.841 6.650  0.12
C: 1.702 1.428 -1.899  -0.04
O: -3.016 -3.006 0.960  -0.04
C: -2.094 -2.696 -1.630  -0.05
H: -5.347 0.100 -1.017  0.10
C: 8.099 3.978 -5.864  -0.47
H: -2.170 4.842 -2.251  0.07
H: 5.769 -0.630 4.119  0.11
N: -6.604 -5.335 5.819  -0.03
C: -0.078 4.460 -4.966  -0.04
C: -5.480 -0.943 -0.713  -0.19
H: -6.497 -1.222 -1.019  0.11
H: 5.765 5.710 -5.936  0.10
C: -7.732 -6.414 3.876  -0.05
H: 3.066 1.941 -4.020  0.08
H: 2.512 6.023 -2.119  0.12
H: 6.340 2.720 -6.192  0.12
H: -4.249 -2.202 3.077  0.05
C: -1.841 4.756 -3.292  -0.05
H: 6.568 3.943 -7.428  0.12
C: -2.480 -0.281 -1.501  -0.04
H: 6.181 -3.610 3.723  0.14
O: 1.895 -0.744 2.216  -0.17
H: 7.860 6.095 -6.506  0.06
H: -9.348 -3.583 7.041  0.12
C: 8.632 5.329 -6.420  -0.05
H: -2.074 5.720 -3.761  0.08
H: -2.384 -3.726 -1.400  0.07
C: 5.757 4.544 -4.116  -0.14
H: -1.663 0.113 -0.882  0.08
H: -4.977 -4.375 3.599  0.06
C: -3.905 -0.868 1.323  -0.48
H: 2.828 -0.144 3.735  0.14
C: -7.224 -4.944 8.254  -0.05
O: 8.096 2.603 -3.959  -0.03
H: 7.308 -3.699 2.210  0.14
H: -0.275 3.485 -5.429  0.09
H: -6.533 -4.114 8.432  0.07
C: -8.859 -3.615 4.947  -0.19
H: -4.535 -0.506 3.411  0.09
H: -5.033 -6.152 3.680  0.09
H: 2.759 1.136 -1.916  0.08
C: -4.473 -1.844 -1.428  -0.14
O: -5.537 -4.466 6.114  -0.03
C: -0.320 4.420 -3.430  -0.47
H: -9.667 -4.322 4.729  0.10
H: -1.048 -2.558 -1.329  0.08
O: 6.703 -0.945 3.855  -0.13
H: 8.240 4.518 -1.650  0.09
H: 8.729 1.883 -6.319  0.07
C: 5.632 4.666 -5.632  -0.18
N: 8.217 3.946 -4.366  -0.03
O: 1.868 -0.177 3.398  -0.07
C: -3.013 -1.632 -0.945  -0.47
H: 2.054 3.939 -1.014  0.13
H: -2.138 -2.608 -2.722  0.08
H: 9.042 5.219 -7.432  0.08
H: -4.544 -1.666 -2.509  0.12
H: -2.872 -1.091 3.269  0.09
P: 3.652 -3.570 2.648  0.74
C: 2.061 2.374 -4.121  -0.04
H: 0.391 -2.260 1.695  0.16
H: -9.557 -6.067 6.074  0.06
H: 1.439 1.550 -0.842  0.08
H: -5.724 -2.057 1.098  0.12
H: 2.438 5.296 -3.712  0.09
C: -5.624 -5.250 3.467  -0.04
H: -3.701 1.101 0.306  0.06
O: -0.580 2.958 -1.610  -0.03
H: -6.027 -0.340 1.274  0.12
C: -7.672 -3.879 4.026  -0.14
H: 2.262 -4.158 5.306  0.03
C: -6.910 -5.190 4.358  -0.48
H: -4.129 1.218 1.986  0.09
N: -2.895 -1.664 0.553  -0.03
H: 0.351 6.497 -3.274  0.12
H: 0.931 4.775 -5.235  0.06
H: -8.024 -3.898 2.989  0.12
C: -8.452 -3.700 6.418  -0.14
H: -6.987 -3.023 4.097  0.12
C: 7.207 4.742 -3.596  -0.48
H: -0.745 5.175 -5.464  0.08
H: -2.476 0.786 1.546  0.09
C: -5.355 -1.065 0.803  -0.14
H: 6.577 5.104 -1.508  0.08
C: 9.018 2.914 -6.549  -0.05
H: 1.498 -6.248 4.592  0.04
H: 8.636 6.395 -3.373  0.09
H: -7.802 -6.437 2.780  0.09
N: 0.009 3.059 -2.885  -0.02
H: -4.772 -2.890 -1.273  0.12
C: 2.006 5.246 -2.707  -0.19
H: 1.124 0.584 -2.302  0.08
H: -8.267 -7.157 6.626  0.09
C: 7.227 4.417 -2.065  -0.04
H: 0.154 5.703 -1.723  0.12
H: -2.070 -0.391 -2.513  0.08
C: 6.639 3.765 -6.348  -0.13
H: -9.266 -2.617 4.741  0.11
H: 7.411 6.711 -4.613  0.06
H: -8.762 -6.418 4.228  0.06
H: 6.864 3.408 -1.842  0.07
P: 2.687 -5.391 4.681  0.74
H: 9.449 5.723 -5.801  0.09
H: 6.983 6.827 -2.933  0.09
O: 2.410 -2.976 1.581  -0.21
O: 3.282 -5.222 3.054  -0.41
H: -2.455 3.992 -3.784  0.09
H: 3.354 3.668 -2.157  0.11
C: 2.281 3.880 -2.087  -0.13
C: 6.299 -3.217 2.624  -0.20
H: 7.455 -1.397 1.806  0.14
C: 1.464 2.730 -2.735  -0.47
O: 5.154 -3.573 1.765  -0.26
H: 2.186 3.232 -4.779  0.05
H: -8.063 -4.789 8.942  0.08
C: 7.584 6.245 -3.645  -0.04
C: 6.528 -1.574 2.533  -0.21
C: 0.507 5.546 -2.751  -0.13
H: 5.591 -1.144 1.937  0.13
H: 5.388 3.553 -3.821  0.11
H: 1.442 1.632 -4.637  0.09
H: -3.252 0.485 -1.586  0.06
H: 5.085 5.270 -3.645  0.11
H: -7.258 -7.353 4.186  0.09
H: 4.615 4.388 -5.938  0.11
H: 1.184 -2.509 3.388  0.15
O: 3.781 -2.587 3.878  -0.35
C: -3.885 -1.192 2.854  -0.04
C: -8.752 -6.188 6.799  -0.05
C: -3.528 0.636 1.274  -0.04
H: 8.974 3.002 -7.641  0.08
H: -9.253 -6.266 7.774  0.08
C: -7.721 -5.023 6.774  -0.47
H: -6.724 -5.876 8.547  0.09
O: 3.711 -6.211 5.618  -0.49
C: 1.413 -2.152 2.295  -0.17

Output
total energy	-3339.35899	Eh
HOMO (spin up / spin down)	-0.335 / -0.356	hartree
LUMO (spin up / spin down)	0.0 / -0.4	eV
multiplicity	5
total charge	0

=====

A 13-piece molecular cluster, C39H83BBr24N2O3 overall at a distorted geometry. Source: OMol25; level of theory: wB97M-V/def2-TZVPD.

Last column: Löwdin charge in e.
Positions of all 152 atoms, in Å:
H: 6.654 0.964 1.118  0.09
C: 4.612 2.046 -0.063  -0.20
H: 2.052 -2.930 4.276  0.04
H: 3.797 -3.030 1.739  0.09
H: -9.915 -2.195 -3.240  0.00
H: -11.989 -3.161 -1.998  0.06
H: -0.699 3.839 -0.120  0.08
H: 5.439 -1.517 0.933  0.08
H: 0.729 1.439 1.804  0.10
C: -0.135 -6.945 -0.928  -0.73
C: 5.601 1.577 -1.149  -0.20
H: 2.624 5.670 1.459  0.08
N: 2.897 -2.436 4.540  0.20
C: 6.868 0.079 0.518  -0.19
H: 10.403 5.106 -2.904  0.06
H: 5.395 -0.542 -0.979  0.11
H: 11.209 4.292 -0.764  0.06
H: -7.950 -4.149 1.314  0.03
H: 5.148 9.911 1.745  0.05
H: 5.873 9.251 3.224  0.06
C: 0.414 -8.341 -1.053  -0.70
H: 3.511 9.484 3.718  0.06
Br: 10.836 -0.095 -1.923  0.64
H: -1.078 -2.479 -0.258  0.05
H: -1.940 -4.302 1.396  -0.01
C: -2.030 -3.228 1.545  -0.69
H: 1.829 3.096 0.135  0.10
C: -7.819 -2.044 1.714  -0.75
Br: 2.425 8.787 1.616  0.62
O: 4.181 -3.124 2.621  0.11
H: 4.558 1.328 0.762  0.09
Br: -3.622 -0.037 5.479  0.60
C: -0.638 4.192 0.911  -0.12
Br: -4.325 2.334 0.534  0.60
H: -11.134 1.396 -4.279  -0.04
Br: -0.361 -1.471 6.506  0.62
C: -0.795 0.307 5.845  -0.70
H: 9.674 -1.400 -5.337  0.06
H: 10.511 -2.285 -3.051  0.05
H: 7.941 -0.017 0.348  0.09
C: 4.023 -0.525 3.055  -0.25
H: -8.752 -2.067 2.273  0.05
H: 2.513 1.359 1.539  0.07
H: 3.412 5.321 -0.101  0.11
H: -7.993 -1.613 0.736  -0.02
H: -12.905 1.500 -4.334  0.06
C: 9.688 4.630 -2.237  -0.69
H: 9.075 5.389 -1.761  0.05
O: 0.701 4.274 1.368  -0.20
O: 3.236 0.425 3.762  -0.11
H: -12.623 2.896 -6.508  0.05
H: 7.113 -1.996 0.928  0.12
N: 1.446 -0.344 1.025  0.02
C: 6.560 -1.087 2.779  -0.19
H: 3.976 -0.388 1.967  0.11
H: -2.222 1.866 6.187  0.06
H: 1.301 4.642 -0.583  0.12
C: 1.629 0.834 1.901  -0.21
H: -2.232 0.608 7.440  0.05
Br: -0.479 -2.727 2.607  0.69
Br: 8.508 3.596 -3.392  0.61
Br: 5.898 7.560 1.427  0.62
H: 3.766 7.751 3.435  0.05
C: -6.021 -2.042 -5.293  -0.68
C: -2.113 0.801 6.379  -0.69
C: -5.621 2.733 -0.859  -0.68
H: -11.990 -1.665 -1.044  0.05
C: 1.878 0.491 3.380  -0.21
C: -2.048 -2.499 0.231  -0.69
H: 6.629 -2.074 3.235  0.11
H: 0.750 -8.743 -0.103  0.05
H: 5.947 3.218 1.120  0.09
H: -2.844 -7.721 -1.641  0.05
H: 11.643 -1.252 -3.945  0.06
H: 4.496 4.614 2.231  0.09
H: 3.613 2.114 -0.498  0.10
H: -1.196 3.518 1.563  0.07
H: 9.594 0.209 -4.591  0.04
H: 6.427 2.283 -1.251  0.06
Br: 7.819 -1.296 -3.712  0.69
H: -12.110 3.690 -5.006  0.06
Br: 1.934 -8.416 -2.266  0.61
C: -11.926 2.854 -5.677  -0.69
H: -0.332 -9.007 -1.485  0.05
H: -5.771 -2.852 -5.970  0.05
C: 10.675 -1.290 -3.450  -0.69
H: 1.304 -0.402 3.661  0.08
C: 5.491 -0.220 3.459  -0.13
H: 1.141 -1.157 1.549  -0.05
C: -11.992 1.554 -4.924  -0.71
Br: -10.151 3.162 -6.415  0.60
H: 6.919 -0.043 -1.671  0.00
Br: -12.065 0.024 -6.127  0.62
H: -7.612 2.129 -1.403  0.04
H: 1.455 1.306 3.978  0.12
C: -4.930 -7.276 -1.858  -0.69
Br: -5.786 -3.497 0.330  0.60
C: 1.674 4.162 0.328  -0.22
C: 2.949 4.878 0.783  -0.17
H: -7.134 1.631 0.235  0.04
H: -5.937 3.759 -0.681  0.06
H: 3.508 3.165 2.056  0.10
Br: -3.429 -6.573 0.472  0.69
H: 2.614 -1.637 5.099  0.05
H: 0.017 0.945 6.189  0.06
H: -2.905 -3.017 2.152  0.04
H: -5.301 -1.235 -5.409  0.06
H: 5.692 0.846 3.331  0.11
Br: -8.690 -2.992 -5.704  0.63
H: -6.790 -3.743 2.592  0.06
C: 3.974 3.986 1.504  -0.19
Br: -10.040 -3.107 -0.477  0.73
C: 9.587 -0.859 -4.397  -0.68
C: -7.213 -3.420 1.647  -0.68
H: -1.099 5.184 0.957  0.09
H: -2.785 -2.944 -0.436  0.03
C: 10.397 3.750 -1.245  -0.70
C: -10.726 -1.623 -2.804  -0.67
H: -0.222 -6.442 -1.887  0.06
C: -11.382 -2.328 -1.650  -0.66
C: 5.165 9.062 2.421  -0.70
C: 6.208 0.187 -0.874  -0.22
H: 5.214 4.106 -0.258  0.11
H: 2.315 -0.597 0.571  0.05
Br: -6.671 -0.796 2.674  0.61
C: 5.034 3.391 0.548  -0.20
H: -7.768 -0.920 -4.664  0.03
H: 5.534 -0.405 4.538  0.12
H: -4.915 -6.203 -2.030  0.04
C: -6.786 1.782 -0.783  -0.68
H: 5.087 1.520 -2.112  0.11
Br: -9.978 0.084 -2.230  0.66
Br: 0.985 -5.823 0.197  0.63
C: -3.754 -7.750 -1.044  -0.66
C: 3.806 8.737 2.984  -0.69
Br: -6.618 -7.678 -0.980  0.61
H: -1.106 -6.957 -0.433  -0.05
Br: -5.753 -2.710 -3.485  0.57
H: -5.098 2.674 -1.808  0.05
H: -11.452 -1.380 -3.578  0.02
H: -4.966 -7.797 -2.812  0.06
C: 6.431 -1.207 1.258  -0.20
Br: 9.213 3.200 0.197  0.64
C: -7.421 -1.528 -5.495  -0.67
H: 7.533 -0.617 2.964  0.11
H: -0.779 0.252 4.761  0.03
H: -3.894 -8.748 -0.644  0.06
H: -7.489 -0.956 -6.417  0.06
Br: -2.607 -0.652 0.473  0.58
B: 3.699 -2.056 3.400  -0.57
Br: -6.301 0.035 -1.487  0.56
H: 10.784 2.842 -1.697  -0.01

Output
total energy	-63672.29307	Eh
HOMO	-0.311	hartree
LUMO	0.2	eV
total charge	0

=====

> Which of these has the highest total energy?

C39H82N4O12P2